a.
C8H16N2OS | ωB97M-V/def2-TZVPD

Values from the calculation:
- LUMO (alpha / beta): -0.0134 / -0.0365 Ha
- Total charge: 0

Each line ends with the Löwdin charge.
Geometry (Å):
C -3.27556 0.27455 -0.70584  -0.062
C -3.38978 -0.46002 0.38737  -0.063
C -1.84606 0.41002 -1.11481  -0.216
C -2.04662 -0.91548 0.86263  -0.206
C 1.51987 0.09424 -1.60991  -0.082
C 2.77477 0.78899 0.45243  -0.083
C 1.70558 -1.50080 0.36942  -0.080
C 1.66131 -0.06815 -0.11512  -0.675
N 0.01210 0.42977 2.11924  -0.246
N -1.10110 -0.28756 -0.05760  -0.280
O -0.06268 2.78115 -0.32322  -0.399
S 0.08838 0.67011 0.61525  1.016
H -4.07391 0.73444 -1.26060  0.106
H -4.29054 -0.72242 0.91030  0.104
H -1.65671 -0.06191 -2.08540  0.118
H -1.50232 1.45479 -1.15368  0.074
H -1.82467 -0.59703 1.88606  0.089
H -1.93529 -2.00533 0.81018  0.121
H 0.78416 -0.60094 -2.00560  0.077
H 1.19315 1.11244 -1.81624  0.071
H 2.47052 -0.07988 -2.11143  0.094
H 2.63515 1.82208 0.13825  0.081
H 3.74583 0.43886 0.10021  0.094
H 2.77184 0.75378 1.54136  0.078
H 1.64344 -1.52739 1.45685  0.076
H 0.87247 -2.06852 -0.03911  0.078
H 2.63690 -1.97365 0.06048  0.093
H 0.48979 1.10385 2.68850  0.023

b.
C8H16N2OS | ωB97M-V/def2-TZVPD

Values from the calculation:
- LUMO (alpha / beta): -0.0115 / -0.0198 Ha
- Total charge: 0

Each line ends with the Löwdin charge.
Geometry (Å):
C 3.63453 -0.20981 -0.66438  -0.055
C 3.62495 0.68048 0.34303  -0.088
C 2.22034 -0.75819 -0.81330  -0.217
C 2.20591 0.93973 0.86829  -0.250
C -1.34471 -0.78394 -1.36536  -0.116
C -2.66430 -0.62461 0.84603  -0.073
C -1.78434 1.40075 -0.20336  -0.023
C -1.56908 -0.14371 -0.03958  -0.611
N -0.20534 0.04891 2.19171  -0.244
N 1.39351 0.09767 0.02829  -0.275
O 0.43699 -2.75212 0.48198  -0.449
S 0.05760 -0.59173 0.84320  1.024
H 4.45040 -0.53940 -1.25779  0.091
H 4.54388 1.25524 0.79964  0.139
H 1.96460 -0.65828 -1.86413  0.105
H 1.99596 -1.81791 -0.58067  0.086
H 2.30784 0.61036 1.97056  0.118
H 1.96770 2.05682 1.02407  0.135
H -0.76116 -0.15944 -2.04546  0.084
H -0.94842 -1.78311 -1.40722  0.065
H -2.22403 -0.99200 -1.97204  0.094
H -2.61164 -1.61354 1.08064  0.064
H -3.52981 -0.27385 0.45750  0.062
H -2.59552 -0.13704 1.82811  0.091
H -1.92862 1.78754 0.68968  0.025
H -0.96863 1.74424 -0.92152  0.118
H -2.70414 1.44554 -0.68479  0.067
H 0.31752 -0.31811 2.98773  0.036

The most stable of them is a.

a.
C3H5FO | ωB97M-V/def2-TZVPD

Values from the calculation:
- LUMO: 0.0320 Ha
- Total charge: 0

Each line ends with the Löwdin charge.
Geometry (Å):
C 0.85290 0.48895 0.97994  -0.334
C 0.76047 -0.71618 0.06996  -0.056
C -0.14000 -0.97019 -0.83999  -0.149
H -0.76293 1.18870 0.24279  0.085
H 1.83581 0.98616 0.91751  0.123
H 0.95093 0.07798 1.99131  0.116
H 1.57938 -1.43436 0.10491  0.116
H 0.14671 -1.81275 -1.39177  0.091
O -0.13823 1.36813 0.94771  -0.008
F -1.27603 -0.30736 -1.18955  0.016

b.
C3H5FO | ωB97M-V/def2-TZVPD

Values from the calculation:
- LUMO: 0.0332 Ha
- Total charge: 0

Each line ends with the Löwdin charge.
Geometry (Å):
C 0.68531 1.27640 0.11017  -0.001
C 0.57726 -0.12980 -0.01179  -0.491
C -0.79918 -0.71714 0.24820  -0.129
H 0.23786 1.48290 1.00439  0.077
H 0.09347 1.66849 -0.71132  0.111
H 1.66274 1.60715 -0.03712  0.087
H -0.98530 -0.80326 1.31308  0.128
H -0.90141 -1.71060 -0.27134  0.146
O 1.50010 -0.86102 -0.15337  0.116
F -1.65427 0.22964 -0.23891  -0.043

The most stable of them is b.

a.
C5H12N2 | ωB97M-V/def2-TZVPD

Values from the calculation:
- LUMO: 0.0274 Ha
- Total charge: 0

Each line ends with the Löwdin charge.
Geometry (Å):
C 1.98687 0.12835 -1.43261  -0.111
C 2.28823 0.62377 0.01086  -0.236
C 1.38495 0.04566 1.10323  -0.213
C 0.09923 -0.68833 0.75324  -0.284
N -0.77296 0.23585 0.03847  0.014
C -2.16700 -0.32729 0.06465  -0.354
N -3.24258 0.17930 -0.41092  0.059
H 2.01696 -0.95865 -1.54505  0.066
H 2.67717 0.52810 -2.16657  0.065
H 0.97377 0.47442 -1.60017  0.047
H 3.34552 0.73677 0.25078  0.099
H 1.92205 1.64923 -0.06937  0.095
H 1.91929 -0.58142 1.83561  0.110
H 0.96637 0.85239 1.72194  0.108
H -0.40179 -1.03501 1.66789  0.113
H 0.25164 -1.57046 0.11585  0.113
H -1.27732 -0.25162 -0.85247  0.124
H -2.10893 -1.42559 0.25560  0.133
H -4.03805 -0.02424 0.18994  0.051

b.
C5H12N2 | ωB97M-V/def2-TZVPD

Values from the calculation:
- LUMO: 0.0138 Ha
- Total charge: 0

Each line ends with the Löwdin charge.
Geometry (Å):
C 0.06315 -0.94143 -1.08043  -0.093
C -1.36797 -1.47156 -1.21118  -0.180
C 0.42969 -0.15682 -2.25275  -0.198
C -0.78951 -0.36582 1.93036  -0.045
C 0.81495 1.46812 2.04075  -0.045
N -0.73927 1.29875 0.30249  0.113
N -0.26254 0.83587 1.33711  -0.412
H -1.98496 -0.83838 -0.53553  0.060
H -1.78890 -1.29833 -2.20266  0.047
H -1.61102 -2.53178 -0.89635  0.087
H 1.45210 -0.36463 -2.58001  0.075
H 0.60166 0.90176 -1.84532  0.096
H -0.30024 0.02162 -3.05104  0.065
H -0.47156 -0.51710 2.88645  0.052
H -1.86068 -0.22525 1.94970  0.097
H -0.54676 -1.04859 1.15241  0.034
H 1.82088 1.25952 1.55781  0.116
H 0.63936 2.54826 1.93271  0.096
H 0.86954 1.03469 2.95533  0.033

c.
C5H12N2 | ωB97M-V/def2-TZVPD

Values from the calculation:
- LUMO: -0.1157 Ha
- Total charge: 0

Each line ends with the Löwdin charge.
Geometry (Å):
C -0.35251 -0.03923 -2.12082  0.061
C 0.55081 -0.24903 -1.05639  -0.396
C 0.23858 -0.73246 0.43827  -0.119
C -0.68083 0.18006 1.30369  -0.509
C -0.38711 1.75702 1.14722  -0.092
N -0.68046 -0.05765 2.74413  0.111
N 1.77127 -1.31154 -1.60770  0.048
H 0.04234 2.12881 0.17780  0.051
H -1.11032 -0.77314 -2.50210  0.076
H -0.90503 0.95210 -2.15706  0.078
H 1.13701 0.60141 -0.78115  0.097
H 1.24128 -0.94056 0.83012  0.108
H -0.32102 -1.66912 0.50481  0.104
H 0.44660 1.99028 1.94678  0.097
H -1.32656 2.37865 1.32583  0.078
H -1.67522 0.03248 0.82204  0.128
H -0.81778 -0.98953 3.05755  -0.006
H 1.43285 -2.29386 -1.54892  0.058
H 1.39610 -0.96469 -2.52412  0.028

d.
C5H12N2 | ωB97M-V/def2-TZVPD

Values from the calculation:
- LUMO: 0.0363 Ha
- Total charge: 0

Each line ends with the Löwdin charge.
Geometry (Å):
C -1.02169 0.33352 -0.52401  -0.172
C -2.15802 0.62187 0.42097  -0.132
C 1.64043 0.94034 -0.78617  -0.091
N -0.01477 -1.42457 1.63119  0.089
C 0.62067 -0.94262 0.60994  -0.549
N 1.07664 -1.85956 -0.29691  0.119
C 0.58001 0.47657 0.19061  -0.243
H -0.24387 -0.70475 2.31140  0.032
H 1.69069 -1.58371 -1.05419  0.087
H 1.12034 -2.80998 0.03359  0.097
H -1.18900 -0.57638 -1.10384  0.104
H -0.93369 1.12380 -1.27827  0.088
H 0.47707 1.13251 1.05579  0.127
H -1.95251 1.48253 1.05920  0.073
H -2.37915 -0.25448 1.03264  0.065
H -3.05535 0.83491 -0.16566  0.072
H 1.41857 0.62139 -1.80891  0.077
H 1.69013 2.03046 -0.79695  0.077
H 2.63351 0.55816 -0.53042  0.081

The most stable of them is d.

a.
C5H12N2 | ωB97M-V/def2-TZVPD

Values from the calculation:
- LUMO: -0.0701 Ha
- Total charge: 0

Each line ends with the Löwdin charge.
Geometry (Å):
C 1.46001 -0.22675 0.69921  -0.298
C 0.69213 1.12360 0.97477  -0.210
C -0.05982 1.71728 -0.24219  -0.257
N -1.88767 -0.15684 0.74974  0.208
C -1.79647 -0.08101 -0.47725  -0.359
C -0.93240 0.90123 -1.16616  0.016
N 2.09788 -0.23808 -0.60088  -0.020
H 0.73946 -1.09839 0.72515  0.101
H 2.20578 -0.33150 1.52872  0.113
H 1.42879 1.71808 1.53392  0.109
H -0.12717 0.81001 1.62906  0.067
H -0.62876 2.58184 0.13259  0.119
H 0.83052 2.14662 -0.72485  0.112
H -2.29492 -4.24747 -0.16552  0.000
H -2.03557 -4.18100 0.52725  0.003
H -2.34329 -0.75148 -1.13312  0.096
H -1.28412 1.55559 -1.95499  0.092
H 1.37883 -0.11271 -1.30771  0.046
H 2.55679 -1.12903 -0.72774  0.063

b.
C5H12N2 | ωB97M-V/def2-TZVPD

Values from the calculation:
- LUMO: 0.0363 Ha
- Total charge: 0

Each line ends with the Löwdin charge.
Geometry (Å):
C -0.79679 1.30450 -0.89421  -0.274
C -0.58546 0.68791 0.51675  -0.193
C 0.41640 -0.29729 0.66087  -0.472
C 1.59422 0.11242 1.18304  0.021
C -1.03687 -2.27068 0.14620  -0.093
N 0.21711 -1.50575 0.07901  -0.039
N 0.35297 1.98787 -1.38980  -0.011
H -1.14108 0.49391 -1.39650  0.058
H -1.53699 2.22544 -0.81358  0.141
H -0.37999 1.51030 1.14884  0.100
H -1.58855 0.27946 0.74220  0.120
H 1.95666 1.15876 1.41277  0.074
H 2.44955 -0.61740 1.22326  0.058
H -1.82824 -1.68416 -0.41416  0.087
H -1.34627 -2.65072 1.11448  0.073
H -0.87800 -3.12080 -0.60729  0.102
H 1.01706 -2.11620 0.23473  0.124
H 1.12806 2.01287 -0.76311  0.043
H 0.60823 1.91251 -2.38217  0.082

The most stable of them is b.

a.
C3H7NO3 | ωB97M-V/def2-TZVPD

Values from the calculation:
- LUMO: 0.0077 Ha
- Total charge: 0

Each line ends with the Löwdin charge.
Geometry (Å):
C -0.06829 0.48720 -0.39328  -0.326
C 1.32944 0.25114 0.25304  -0.255
C -0.82440 -0.78532 -0.16269  -0.320
H -0.49286 2.35594 -0.17678  -0.032
H -1.22495 1.61331 0.93007  0.180
H 0.33508 0.41315 -1.56434  0.236
H 1.49284 0.10092 1.32625  0.154
H 1.91431 0.81797 -0.02382  -0.003
H 1.59830 -1.57926 0.13620  0.083
H -2.74828 -1.80433 0.03772  0.303
N -0.80158 1.56544 -0.08503  0.100
O 2.02244 -0.78812 -0.24812  -0.036
O -2.24092 -0.65229 -0.02896  -0.049
O -0.29113 -1.99574 -0.00026  -0.034

b.
C3H7NO3 | ωB97M-V/def2-TZVPD

Values from the calculation:
- LUMO: 0.0242 Ha
- Total charge: 0

Each line ends with the Löwdin charge.
Geometry (Å):
C 3.35767 0.05825 0.02082  -0.547
C -0.34856 1.12648 -0.76639  -0.146
C 0.76689 0.39217 -0.00865  -0.217
N -0.30377 -1.21720 0.32216  0.136
O 3.37138 -0.60843 0.91941  0.215
O 3.48462 0.77556 -0.87414  0.168
O 1.00955 0.77907 1.36185  -0.127
H 0.16188 2.09366 -1.20617  0.119
H -0.57094 0.53783 -1.59927  0.029
H -1.26429 1.40443 -0.17685  0.076
H -0.61906 -1.32023 1.27214  0.099
H 0.13569 -1.97157 -0.09704  0.066
H -1.08691 -1.03139 -0.19187  0.027
H 0.37060 1.43553 1.76614  0.102

c.
C3H7NO3 | ωB97M-V/def2-TZVPD

Values from the calculation:
- LUMO (alpha / beta): 0.0011 / -0.0408 Ha
- Total charge: 0

Each line ends with the Löwdin charge.
Geometry (Å):
C 0.76731 0.50399 0.47970  -0.033
C 0.77107 1.18755 -0.87699  -0.070
C 0.81789 -0.89296 0.60786  -0.618
N -1.75752 -0.75207 0.53076  0.020
O 0.89687 -1.55109 1.67838  0.002
O 0.80403 -1.58101 -0.55535  0.058
O -1.72967 -1.64911 1.51209  -0.098
H 0.88250 0.97511 1.45701  0.125
H 0.78783 2.31134 -0.66490  0.096
H 1.62513 0.80176 -1.45602  0.086
H -0.28283 0.88273 -1.22806  0.105
H -2.02765 -1.28253 -0.39528  0.103
H 0.92425 -2.51579 -0.14930  0.175
H -0.88284 -1.59305 1.96175  0.049

d.
C3H7NO3 | ωB97M-V/def2-TZVPD

Values from the calculation:
- LUMO: 0.0207 Ha
- Total charge: 0

Each line ends with the Löwdin charge.
Geometry (Å):
C -0.59406 0.94769 0.79646  -0.241
C 0.76407 0.78170 0.52375  -0.056
C 0.56860 -0.69031 -1.08513  -0.649
N -1.28929 0.09216 1.55943  0.101
O 1.26221 -0.24540 -2.16572  0.089
O -0.85540 -0.47336 -1.38258  -0.009
O 0.88290 -1.73257 -0.49680  0.016
H 2.01972 -0.84836 -2.24675  0.130
H -1.30672 -1.21562 -0.94257  0.099
H -1.16364 1.73643 0.31317  0.126
H -0.73236 -0.66114 1.97129  0.126
H -2.20007 0.41043 1.87296  0.112
H 1.26928 1.57740 -0.01347  0.074
H 1.37477 0.32093 1.29597  0.082

The most stable of them is d.